Record 1
{
  "formula": "ClH6NaO3",
  "method": "ωB97M-V/def2-TZVPD",
  "species": ["Na", "Cl", "O", "H", "H", "O", "H", "H", "O", "H", "H"],
  "coordinates": [[-0.25, -0.31, -1.57], [0.68, 1.63, -5.73], [3.61, -1.14, 0.01], [3.87, -2.06, -0.07], [3.78, -0.92, 0.92], [-2.65, 3.47, -0.68], [-3.22, 4.23, -0.56], [-2.02, 3.53, 0.04], [-1.15, -2.56, 2.28], [-1.27, -3.50, 2.18], [-1.40, -2.38, 3.19]],
  "nbo_charge": [0.969, -0.970, -0.945, 0.473, 0.472, -0.938, 0.476, 0.462, -0.950, 0.474, 0.476],
  "total_charge": 0,
  "homo_lumo_gap_ev": 4.14
}



Record 2
{
  "formula": "ClH8N3Si2",
  "method": "ωB97M-V/def2-TZVPD",
  "species": ["N", "N", "N", "Si", "Si", "Cl", "H", "H", "H", "H", "H", "H", "H", "H"],
  "coordinates": [[1.13, -0.38, 2.02], [3.00, 0.39, -1.36], [-0.96, -0.17, 0.53], [-2.38, -0.16, -0.63], [0.54, -0.97, 0.56], [0.42, -2.83, -0.09], [0.78, 0.26, 2.71], [2.15, -0.57, 2.18], [3.55, 0.12, -2.21], [2.28, 1.09, -1.73], [-0.66, 0.72, 0.72], [-3.10, 0.90, -0.06], [-2.86, -1.50, -0.47], [-2.11, 0.09, -2.09]],
  "nbo_charge": [-1.341, -0.771, -1.466, 1.086, 1.602, -0.371, 0.415, 0.409, 0.301, 0.297, 0.384, -0.186, -0.177, -0.183],
  "total_charge": 0,
  "homo_lumo_gap_ev": [10.09, 6.08]
}



Max |F| (computed, eV/Å): 0.68 3.99
ΔE to the lowest compared entry with this formula, charge and spin (computed, eV): 2.4363 4.7024